No. 1
C7H10N3O2P3 | ωB97M-V/def2-TZVPD

Each line ends with the Löwdin charge.
Cartesian coordinates (Å):
C  -0.4947  0.1943  -4.3169  -0.129
C  0.8365  0.0983  -3.9673  -0.085
C  -1.4480  0.3502  -3.3799  -0.085
C  1.2334  0.2060  -2.6044  -0.020
C  -1.0903  0.4069  -2.0478  0.002
C  0.2243  0.2691  -1.6410  -0.379
C  -1.0561  1.4493  3.4474  -0.394
N  1.4551  -2.0736  0.2327  -0.595
N  0.4224  -2.0906  2.6825  -0.465
N  -0.4715  0.6149  2.4582  -0.261
O  -0.5117  1.3499  4.7710  -0.104
O  0.4252  0.2586  -0.3171  -0.336
P  0.8537  -3.0838  1.2618  0.809
P  0.6986  -0.4159  2.4685  0.505
P  1.6751  -0.4624  0.5548  0.689
H  -0.7221  0.3845  -5.3872  0.118
H  1.4705  -0.2420  -4.7639  0.096
H  -2.3546  0.5822  -3.7298  0.068
H  2.3569  0.2710  -2.4812  0.123
H  -1.6595  0.6595  -1.2137  0.103
H  -2.0686  1.0637  3.5803  0.100
H  -0.7760  2.5277  3.0618  0.148
H  -0.4472  -2.4057  3.0977  0.019
H  -0.4454  0.4003  4.9036  0.049
H  1.8940  -0.3123  3.3300  0.022

Values from the calculation:
Gap between HOMO and LUMO = 7.6 eV
Energy relative to the best compared isomer or geometry (same formula, charge and spin) = 255.1 kJ/mol
HOMO = -8.5340 eV

No. 2
C4H29NO13 | ωB97M-V/def2-TZVPD

Each line ends with the Mulliken spin population.
Cartesian coordinates (Å):
C  0.1613  1.2718  1.5567  -0.093
N  0.7553  2.1965  0.8155  0.558
C  -0.1987  3.0439  0.0486  0.021
C  2.2136  2.2008  0.9641  0.008
C  2.8058  1.1988  2.0536  -0.010
O  3.5455  0.3915  1.7283  0.000
O  0.8834  0.3436  1.9808  0.354
H  -0.9522  1.1185  1.4398  -0.034
H  -0.9640  3.5206  0.7137  0.041
H  0.2638  3.8514  -0.5814  0.006
H  -0.7888  2.3646  -0.6994  0.050
H  2.6863  3.0720  1.4627  0.041
H  2.6103  2.0522  -0.0695  0.030
H  2.7406  1.5190  3.1208  0.002
H  -0.8420  2.8782  -2.8681  -0.001
H  -0.2060  1.6447  -3.2522  -0.002
O  -0.1001  2.3065  -2.7071  0.018
H  -1.0672  -2.8403  1.4108  0.000
H  -1.7323  -3.9640  0.9241  0.000
O  -1.9507  -3.0624  1.1424  0.000
H  -3.1629  -1.2699  -1.0676  0.000
H  -3.1936  -1.7556  0.4142  0.000
O  -3.3029  -1.0544  -0.1823  0.000
H  -3.4915  0.0263  1.2392  0.000
H  -3.2952  -0.3248  2.6297  0.000
O  -3.4352  0.3560  2.1098  0.000
H  4.3265  -0.4868  -0.8516  0.000
H  3.3174  -0.1505  0.1234  0.002
O  3.3690  -0.4942  -0.7702  0.001
H  0.9086  -2.7638  -1.2330  0.000
H  2.2320  -1.8945  -1.3811  0.000
O  1.6756  -2.6226  -1.8868  0.001
H  0.3904  -2.2595  -2.9110  0.000
H  -0.7881  -2.4377  -3.7841  0.000
O  -0.4312  -1.8029  -3.2233  0.000
H  1.3644  -1.7853  3.3275  0.000
H  2.0108  -2.0829  2.0890  0.000
O  1.3416  -2.4211  2.6103  0.001
H  -0.9207  -1.3969  -0.1265  0.000
H  0.6530  -1.2111  0.5217  0.000
O  -0.0160  -1.7475  0.0721  0.006
H  -1.0486  -0.5065  -2.4009  0.000
H  -2.1847  0.2335  -2.7614  0.000
O  -1.4988  0.1925  -2.1163  0.000
H  -3.7858  1.4658  -1.3597  0.000
H  -2.5927  1.9558  -1.9905  -0.001
O  -3.5387  2.0850  -1.9484  0.000

Values from the calculation:
Charge = +1
Spin multiplicity = 2
Gap between HOMO and LUMO (spin up / spin down) = 8.8 / 4.4 eV
Energy relative to the best compared isomer or geometry (same formula, charge and spin) = 240.8 kJ/mol
HOMO (spin up / spin down) = -13.5235 / -13.5223 eV

No. 3
CHO3S3 | ωB97M-V/def2-TZVPD

Each line ends with the Löwdin charge.
Cartesian coordinates (Å):
C  -0.9456  -0.1274  -0.2926  -1.100
O  0.0920  3.2031  0.7881  -0.489
O  1.1599  0.7123  -1.6620  -0.706
O  -1.2522  3.7876  -1.1243  -0.503
S  -2.3663  -0.6434  0.2312  0.487
S  -0.3549  0.7948  -1.5979  0.632
S  -0.0765  3.0997  -0.6740  0.662
H  -0.1314  -0.7412  0.1873  0.019

Values from the calculation:
SMILES = O=S([O-])#S(=O)C=S
Charge = -1
Gap between HOMO and LUMO = 6.9 eV
Energy relative to the best compared isomer or geometry (same formula, charge and spin) = 137.8 kJ/mol
HOMO = -3.9992 eV

No. 4
C2H20F6O16S2 | ωB97M-V/def2-TZVPD

Each line ends with the Löwdin charge.
Cartesian coordinates (Å):
C  -1.4410  -1.0388  0.3088  -0.624
F  -1.9224  0.0583  -0.2745  0.144
F  -1.7213  -0.9569  1.6231  0.109
F  -1.9114  -2.1850  -0.1540  0.153
S  0.4433  -1.0654  0.0398  0.592
O  0.8242  -2.3744  0.5708  -0.355
O  0.6356  -0.9158  -1.3879  -0.293
O  0.9984  0.0387  0.8223  -0.300
C  0.1356  3.3391  -2.0852  -0.670
F  -0.2091  4.3941  -1.3568  0.125
F  1.1020  2.6536  -1.4434  0.100
F  -0.8286  2.4532  -2.2707  0.135
S  0.9408  3.9901  -3.6780  0.484
O  1.4479  2.7982  -4.3575  -0.352
O  -0.1003  4.7549  -4.3208  -0.353
O  2.0270  4.8645  -3.2117  -0.363
O  3.2629  -4.2370  -0.1672  -0.065
H  2.4013  -3.8200  -0.2986  0.001
H  3.8938  -3.5876  -0.4929  0.031
O  -5.2524  1.0849  -0.5510  -0.064
H  -5.0612  1.4602  0.3152  0.030
H  -4.3896  0.8286  -0.8984  0.024
O  0.7881  0.7051  4.4748  -0.073
H  0.5391  1.6349  4.4819  0.028
H  1.2305  0.5860  3.6248  -0.002
O  -3.2074  0.3647  3.4232  -0.051
H  -3.0163  0.2378  4.3580  0.053
H  -3.0401  -0.4958  3.0201  0.029
O  2.0116  0.1939  -3.6043  -0.110
H  1.3741  -0.1153  -2.9361  -0.035
H  1.6354  1.0183  -3.9936  -0.007
O  1.2171  -3.2249  3.1811  -0.079
H  1.0734  -2.9468  2.2536  -0.016
H  1.8160  -2.5644  3.5400  0.021
O  -0.3210  -4.7895  -0.0045  -0.083
H  0.1239  -3.9769  0.3244  -0.018
H  -0.5510  -4.5828  -0.9146  0.025
O  -1.2349  2.2133  2.2796  -0.070
H  -1.9500  1.5680  2.3990  -0.014
H  -0.6134  1.7870  1.6731  0.012
O  -1.1468  -0.5201  -3.7339  -0.063
H  -0.8521  -1.2973  -4.2162  0.031
H  -0.6958  -0.5856  -2.8779  -0.017
O  3.2402  1.1316  2.2582  -0.065
H  2.4812  0.7290  1.8035  -0.018
H  3.8226  0.3924  2.4545  0.030

Values from the calculation:
Charge = -2
Gap between HOMO and LUMO = 7.9 eV
Energy relative to the best compared isomer or geometry (same formula, charge and spin) = 135.2 kJ/mol
HOMO = -3.7561 eV

No. 5
C20H28N2O4S | ωB97M-V/def2-TZVPD

Each line ends with the Löwdin charge.
Cartesian coordinates (Å):
C  -1.9025  2.0057  -3.0721  -0.080
H  -1.8686  2.5319  -4.0229  0.073
H  -2.4468  2.6158  -2.3546  0.076
H  -2.4286  1.0657  -3.2126  0.056
C  -0.4818  1.7313  -2.5723  -0.201
C  -0.5130  1.1069  -1.2097  -0.207
C  -0.5203  1.9199  -0.0868  0.056
C  -0.5922  1.3473  1.1771  -0.074
C  -0.6529  -0.0603  1.3113  -0.172
C  -0.6406  -0.8836  0.2003  0.016
C  -0.5746  -0.2816  -1.0409  -0.215
S  -0.5939  -1.4152  -2.4275  0.681
O  -1.6529  -1.1041  -3.3397  -0.273
O  -0.5420  -2.7525  -1.8930  -0.304
N  0.8785  -1.0811  -3.1923  -0.136
H  1.5953  -1.6162  -2.7240  0.105
C  0.8985  -1.2833  -4.6317  -0.244
H  0.1365  -0.6176  -5.0419  0.112
C  0.5923  -2.7148  -5.0736  -0.156
C  1.5048  -3.7475  -4.4179  -0.254
O  1.3890  -4.9590  -5.1295  -0.185
C  2.0689  -6.0221  -4.5186  -0.120
H  3.1464  -5.8205  -4.4488  0.087
H  1.9048  -6.8975  -5.1437  0.087
H  1.6825  -6.2145  -3.5097  0.089
H  1.2096  -3.8993  -3.3685  0.108
H  2.5555  -3.4045  -4.4406  0.130
H  -0.4422  -2.9499  -4.8226  0.110
H  0.7103  -2.7900  -6.1555  0.123
H  1.8819  -0.9666  -4.9917  0.125
H  -0.6862  -1.9588  0.2606  0.111
N  -0.7178  -0.3567  2.6532  0.157
C  -0.7087  0.7970  3.3669  -0.173
C  -0.6325  1.8760  2.5087  -0.054
C  -0.5900  3.2472  2.9772  -0.354
O  -0.4555  4.2168  2.2607  0.094
C  -0.7725  3.3718  4.4840  -0.060
H  -0.3637  4.3326  4.8005  0.132
H  -1.8521  3.3989  4.6631  0.140
C  -0.1500  2.2304  5.3012  -0.549
C  -0.4538  2.4434  6.7855  -0.050
H  -0.0169  3.3766  7.1316  0.087
H  -1.5267  2.4837  6.9608  0.084
H  -0.0391  1.6321  7.3799  0.085
C  1.3659  2.2108  5.0933  -0.028
H  1.8235  1.4242  5.6899  0.087
H  1.7981  3.1617  5.3945  0.091
H  1.6127  2.0420  4.0480  0.089
C  -0.7590  0.8896  4.8454  -0.065
H  -0.2265  0.0532  5.3051  0.131
H  -1.8027  0.8373  5.1753  0.136
H  -0.7702  -1.2860  3.0375  0.171
H  -0.4716  2.9934  -0.1817  0.126
H  0.0244  1.0670  -3.2693  0.077
H  0.0689  2.6729  -2.5180  0.117

Values from the calculation:
SMILES = CCc1cc2c3c([nH]c2cc1S(=O)(=O)NCCCOC)CC(C)(C)CC3=O
Gap between HOMO and LUMO = 8.9 eV
Energy relative to the best compared isomer or geometry (same formula, charge and spin) = 72.8 kJ/mol
HOMO = -8.5288 eV

No. 6
C4H8N2O2S | ωB97M-V/def2-TZVPD

Each line ends with the Löwdin charge.
Cartesian coordinates (Å):
C  -1.9427  0.5865  0.1119  -0.129
C  -0.2180  -1.2430  1.2799  -0.754
C  0.0717  1.6778  0.9954  -0.097
C  0.5656  -1.7600  -1.3000  -0.324
N  -0.9006  0.5911  0.9093  -0.080
N  -2.5173  -0.5567  -0.3103  -0.035
O  -3.5710  -1.0953  -0.1736  0.097
O  -1.2140  -1.8659  1.0432  -0.089
S  1.2666  -1.3251  0.3511  0.884
H  -2.0249  1.3182  -0.6593  0.138
H  0.0421  -0.9642  2.3457  0.102
H  0.9751  1.4769  0.5339  0.013
H  -0.4903  2.5955  0.4329  0.134
H  0.3490  1.7604  2.0564  0.088
H  1.2277  -2.4495  -1.7055  -0.002
H  0.7484  -0.9334  -1.9510  0.016
H  -0.5111  -1.9387  -1.1783  0.039

Values from the calculation:
SMILES = C/N=C/N=O.CSC=O
Gap between HOMO and LUMO (spin up / spin down) = 8.2 / 8.2 eV
Energy relative to the best compared isomer or geometry (same formula, charge and spin) = 586.6 kJ/mol
HOMO (spin up / spin down) = -8.8503 / -8.8532 eV

These records have E_tot values of -1611.4984; -1202.2083; -1459.0046; -2687.7968; -1587.5828; -815.1836 hartree, in the order they appear.